C5H10N2 in the gas phase. Source: the OMol25 dataset; level of theory: ωB97M-V with the def2-TZVPD basis set.

The SMILES is C[C@H]1N[C@H]1[C@H]1CN1. The value obtained for the largest force on an atom is 0.017 hartree/bohr. The calculation puts the HOMO energy at -8.8 eV. The calculation puts the relative energy (zero: lowest compared OMol25 entry of this formula, charge and spin) at 3.066 eV.

```
17
Properties=species:S:1:pos:R:3:lowdin_charge:R:1
C -2.178 0.179 -0.029 -0.056
C -1.050 -0.412 -0.928 -0.276
N -0.224 0.581 -1.614 0.035
C 0.486 -0.535 -1.009 -0.230
C 1.485 -0.633 0.109 -0.292
C 1.986 0.539 0.852 -0.141
N 1.064 -0.405 1.481 0.031
H -3.130 0.030 -0.566 0.074
H -2.100 1.272 0.073 0.070
H -2.338 -0.236 0.971 0.064
H -1.456 -1.201 -1.543 0.108
H -0.210 1.419 -1.042 0.080
H 0.882 -1.100 -1.860 0.131
H 2.156 -1.487 -0.010 0.133
H 2.989 0.535 1.272 0.098
H 1.625 1.514 0.531 0.099
H 0.110 -0.052 1.459 0.073
```